[1]
A structure of composition C15H11AuClIN2O6S in a non-equilibrium geometry. Source: the Open Molecules 2025 dataset; level of theory: ωB97M-V with the def2-TZVPD basis set.

The geometry in XYZ format:
```
38
Properties=species:S:1:pos:R:3:mulliken_charge:R:1
Au -0.26 -0.56 -0.40 1.11
Cl -1.94 6.03 0.06 -0.25
C -1.08 4.55 -0.15 0.51
C 0.28 4.57 -0.27 -0.54
C 1.02 3.38 -0.43 -0.11
I 3.08 3.43 -0.56 0.08
C 0.37 2.16 -0.50 -0.20
O 0.99 1.02 -0.71 -0.88
C -1.04 2.16 -0.35 0.76
N -1.63 0.92 -0.36 -0.18
C -2.92 0.79 -0.22 0.10
C -3.74 1.93 -0.06 -1.02
C -3.19 3.18 -0.04 -0.53
C -1.79 3.33 -0.19 0.14
H 0.81 5.51 -0.22 0.41
H -3.33 -0.21 -0.20 0.54
H -4.80 1.77 0.06 0.42
H -3.81 4.06 0.09 0.44
O 2.17 -0.16 1.52 -0.54
C 2.94 -0.66 0.45 -0.57
C 2.39 -1.99 0.02 1.07
C 3.18 -3.12 0.09 -0.86
C 2.69 -4.35 -0.29 -0.19
C 1.39 -4.44 -0.74 -0.89
C 0.63 -3.28 -0.79 -0.19
N 1.12 -2.09 -0.43 -0.05
H 2.12 0.79 1.43 0.34
H 3.98 -0.80 0.74 0.36
H 2.91 0.03 -0.41 0.19
H 4.19 -3.01 0.46 0.33
H 3.31 -5.24 -0.22 0.41
H 0.93 -5.37 -1.03 0.41
H -0.40 -3.30 -1.11 0.69
O -1.73 -1.83 -0.46 -0.78
S -2.16 -2.26 1.08 1.36
O -1.85 -3.66 1.15 -0.63
O -1.27 -1.37 1.84 -0.60
O -3.56 -1.91 1.16 -0.66
```

## Properties
2S+1: 1
largest force on an atom: 0.0218 hartree/bohr
orbital gap: 7.5242 eV
HOMO level: -8.701 eV

=====

[2]
A structure of composition C15H11BMnN7S4. Source: the Open Molecules 2025 dataset; level of theory: ωB97M-V with the def2-TZVPD basis set.

The geometry in XYZ format:
```
39
Properties=species:S:1:pos:R:3:lowdin_spin:R:1
Mn -0.36 -0.03 0.89 4.65
S 0.97 1.80 2.06 0.05
C 0.10 2.61 0.77 0.02
C 0.80 3.41 -0.15 0.01
C 0.19 4.02 -1.23 0.01
C 0.97 4.85 -2.12 0.00
N 1.59 5.52 -2.81 0.00
C -1.18 3.82 -1.43 0.01
C -1.89 3.03 -0.55 0.01
C -1.30 2.44 0.58 0.01
S -2.28 1.43 1.65 0.05
C -1.87 4.43 -2.55 0.00
N -2.42 4.91 -3.44 0.00
H 1.86 3.54 -0.01 0.00
H -2.95 2.88 -0.72 0.00
N -3.81 -0.95 0.02 0.00
C -3.02 -1.99 0.35 0.01
N -1.78 -1.86 0.77 0.03
C -1.20 -3.10 0.96 0.00
C -1.98 -4.17 0.71 0.00
S -3.54 -3.63 0.21 0.00
C 0.23 -3.10 1.34 0.00
C 1.07 -4.15 1.39 0.00
S 2.67 -3.59 1.71 0.00
C 2.10 -1.96 1.72 0.01
N 0.80 -1.86 1.57 0.03
N 2.93 -0.90 1.89 0.00
H -3.49 -0.02 0.31 0.00
H -4.78 -1.11 -0.15 0.00
H -1.73 -5.22 0.78 0.00
H 0.86 -5.19 1.19 0.00
H 3.85 -1.01 1.50 0.00
H 2.51 0.01 1.70 0.00
B 3.18 -0.97 -1.62 0.01
C 1.70 -0.48 -1.27 0.03
N 0.63 -0.18 -0.94 0.03
H 3.32 -0.96 -2.83 0.00
H 3.95 -0.19 -1.07 0.00
H 3.28 -2.09 -1.17 0.00
```

## Properties
2S+1: 6
largest force on an atom: 0.0143 hartree/bohr
orbital gap (spin up / spin down): 6.8057 / 6.9719 eV
charge: -1
HOMO level (spin up / spin down): -4.852 / -5.021 eV

=====

[3]
A structure of composition C15H11ClIrN3O6S3 in a non-equilibrium geometry. Source: the Open Molecules 2025 dataset; level of theory: ωB97M-V with the def2-TZVPD basis set.

The geometry in XYZ format:
```
40
Properties=species:S:1:pos:R:3:lowdin_spin:R:1
Ir -0.21 0.57 -0.31 2.83
N -2.98 -1.37 2.66 0.01
C -2.52 -0.78 1.49 0.03
S -2.28 0.93 1.51 0.16
N -2.34 -1.58 0.49 0.01
N -1.87 -0.96 -0.62 0.13
C -1.99 -1.56 -1.75 0.02
C -1.68 -0.93 -3.00 0.01
C -1.70 -1.67 -4.18 0.00
C -1.41 -1.12 -5.41 0.00
C -1.06 0.24 -5.47 0.00
C -1.05 1.01 -4.33 0.01
C -1.37 0.48 -3.05 0.01
O -1.41 1.25 -2.02 0.11
H -2.73 -0.82 3.47 0.00
H -2.73 -2.34 2.74 0.00
H -2.37 -2.58 -1.75 0.01
H -1.94 -2.73 -4.12 0.00
H -1.41 -1.72 -6.31 0.00
H -0.79 0.68 -6.42 0.00
H -0.76 2.05 -4.36 0.00
Cl 3.41 1.36 6.31 0.00
C 2.55 0.85 4.87 0.00
C 2.07 -0.46 4.78 0.00
C 1.40 -0.86 3.66 0.01
C 1.10 0.02 2.57 0.01
O 0.45 -0.43 1.59 0.08
C 1.62 1.36 2.70 0.00
C 1.46 2.36 1.67 0.02
O 0.60 2.42 0.80 0.06
C 2.35 1.73 3.84 0.00
H 2.25 -1.15 5.60 0.00
H 1.05 -1.88 3.56 0.00
H 2.19 3.19 1.74 0.00
H 2.75 2.74 3.90 0.00
O 1.38 1.48 -1.78 0.12
S 2.38 0.46 -1.37 0.01
O 3.50 0.38 -2.30 0.02
O 2.79 0.66 0.02 0.02
S 1.33 -1.29 -1.43 0.30
```

## Properties
2S+1: 5
largest force on an atom: 0.0404 hartree/bohr
orbital gap (spin up / spin down): 5.7596 / 6.0451 eV
charge: -2
HOMO level (spin up / spin down): -1.495 / -1.781 eV

=====

[4]
A structure of composition C15H11NO3PtS in a non-equilibrium geometry. Source: the Open Molecules 2025 dataset; level of theory: ωB97M-V with the def2-TZVPD basis set.

The geometry in XYZ format:
```
32
Properties=species:S:1:pos:R:3:lowdin_spin:R:1
O 6.04 -4.23 -1.76 0.00
C 5.30 -4.09 -2.62 0.00
Pt 1.05 -1.43 -2.76 0.67
C 0.53 -3.20 -2.56 0.13
C 2.25 -0.42 -3.68 0.13
O 0.09 -4.28 -2.43 0.07
O 2.99 0.30 -4.24 0.12
N -0.31 -0.39 -1.77 0.65
S -0.01 1.01 -0.94 0.11
C -1.66 1.22 -0.24 0.02
C -2.29 2.47 -0.41 0.00
C -3.60 2.63 0.03 0.00
C -4.26 1.57 0.67 0.00
C -3.63 0.34 0.83 0.00
C -2.31 0.16 0.38 0.01
C 0.91 0.47 0.56 0.05
C 1.04 -0.85 0.99 0.01
C 1.65 -1.12 2.23 0.00
C 2.16 -0.07 2.99 0.01
C 2.07 1.25 2.54 0.00
C 1.46 1.52 1.31 0.01
H -1.30 -0.62 -1.90 0.01
H -1.73 3.27 -0.89 0.00
H -4.10 3.58 -0.12 0.00
H -5.29 1.71 1.02 0.00
H -4.15 -0.50 1.29 0.00
H -1.81 -0.80 0.53 0.00
H 0.69 -1.67 0.36 0.00
H 1.72 -2.15 2.59 0.00
H 2.64 -0.28 3.95 0.00
H 2.48 2.07 3.13 0.00
H 1.38 2.53 0.93 0.00
```

## Properties
2S+1: 3
largest force on an atom: 0.1984 hartree/bohr
orbital gap (spin up / spin down): 8.0219 / 5.0139 eV
charge: +2
HOMO level (spin up / spin down): -16.234 / -16.206 eV

=====

[5]
A structure of composition C15H12BCrF4IN3O6S3 in a non-equilibrium geometry. Source: the Open Molecules 2025 dataset; level of theory: ωB97M-V with the def2-TZVPD basis set.

The geometry in XYZ format:
```
46
Properties=species:S:1:pos:R:3:lowdin_spin:R:1
Cr 0.52 0.61 -1.56 2.92
O -1.45 -1.36 -2.09 0.01
S -1.47 -1.21 -0.67 0.01
O -1.64 -2.43 0.09 0.00
O -0.22 -0.51 -0.19 0.01
C -2.82 -0.15 -0.14 0.00
C -3.89 -0.77 0.47 0.00
C -4.99 -0.03 0.88 0.00
C -5.01 1.34 0.69 0.00
C -3.93 1.96 0.09 0.00
C -2.83 1.22 -0.32 0.00
S -1.57 2.07 -1.26 0.01
O -2.08 3.37 -1.57 -0.01
O -1.27 1.19 -2.39 0.01
O -0.30 2.10 -0.47 -0.01
H -3.85 -1.84 0.59 0.00
H -5.83 -0.52 1.35 0.00
H -5.87 1.92 1.00 0.00
H -3.92 3.02 -0.11 0.00
S 0.91 1.12 2.37 0.00
C 0.35 -0.44 2.41 0.00
N 1.20 -1.46 2.01 0.00
C 0.80 -2.74 1.97 0.00
C -0.45 -3.06 2.41 0.00
C -1.27 -1.99 2.83 0.00
N -0.88 -0.75 2.84 0.00
H 2.10 -1.18 1.65 0.00
H 1.50 -3.47 1.58 0.00
H -0.82 -4.07 2.38 0.00
H -2.27 -2.17 3.17 0.00
F 3.21 0.29 -3.27 0.00
B 1.94 0.34 -3.77 0.00
F 1.35 1.56 -3.23 0.01
F 1.85 0.24 -5.09 0.00
F 1.20 -0.68 -3.06 0.01
I 4.77 3.77 0.72 0.00
C 4.06 1.88 0.17 0.00
C 4.88 0.77 0.26 0.01
C 4.35 -0.45 -0.15 0.00
C 3.06 -0.50 -0.64 0.01
N 2.28 0.58 -0.72 -0.01
C 2.77 1.75 -0.31 0.01
H 5.89 0.85 0.63 0.00
H 4.95 -1.35 -0.11 0.00
H 2.62 -1.42 -1.01 0.00
H 2.10 2.59 -0.39 0.00
```

## Properties
2S+1: 4
largest force on an atom: 0.0521 hartree/bohr
orbital gap (spin up / spin down): 6.7461 / 6.7520 eV
HOMO level (spin up / spin down): -8.055 / -8.055 eV

=====

[6]
A structure of composition C15H12BrN3O7S2SeTi. Source: the Open Molecules 2025 dataset; level of theory: ωB97M-V with the def2-TZVPD basis set.

The geometry in XYZ format:
```
42
Properties=species:S:1:pos:R:3:lowdin_spin:R:1
Ti 0.04 0.59 -0.17 0.95
N -0.67 -1.32 0.93 0.01
C -0.24 -2.52 0.22 0.00
C 0.99 -2.19 -0.64 0.00
O 1.59 -3.10 -1.19 0.00
O 1.28 -0.94 -0.69 0.00
H -0.16 -1.17 1.79 0.00
H -1.66 -1.29 1.13 0.00
H -1.04 -2.83 -0.46 0.00
H -0.01 -3.36 0.86 0.00
O 0.93 2.18 -1.05 0.00
S 0.18 2.13 -2.41 0.01
O -0.46 0.76 -2.28 0.01
O -0.81 3.19 -2.43 0.00
S 1.43 2.22 -3.90 0.00
Br 3.42 0.15 1.86 0.00
C 3.32 2.02 1.48 0.00
C 4.44 2.59 0.91 0.00
C 4.44 3.94 0.60 0.00
C 3.32 4.71 0.88 0.00
C 2.21 4.12 1.46 0.00
C 2.18 2.76 1.76 0.00
C 0.89 2.22 2.32 0.00
O 0.34 2.83 3.22 0.00
O 0.44 1.14 1.77 0.02
H 5.31 1.98 0.69 0.00
H 5.31 4.39 0.13 0.00
H 3.30 5.76 0.62 0.00
H 1.32 4.70 1.68 0.00
Se -2.64 2.53 1.04 0.26
N -2.03 1.08 0.14 0.18
C -3.11 0.45 -0.39 0.02
C -3.06 -0.68 -1.22 0.04
C -4.24 -1.28 -1.64 0.07
C -5.48 -0.75 -1.27 0.03
C -5.56 0.38 -0.48 0.07
C -4.38 1.02 -0.04 0.00
N -4.36 2.14 0.70 0.28
H -2.10 -1.04 -1.57 0.00
H -4.20 -2.14 -2.30 0.00
H -6.39 -1.23 -1.61 0.00
H -6.51 0.82 -0.20 0.00
```

## Properties
2S+1: 3
largest force on an atom: 0.0168 hartree/bohr
orbital gap (spin up / spin down): 5.0025 / 6.5935 eV
charge: -2
HOMO level (spin up / spin down): -0.625 / -2.222 eV